C28H16BrN6O5Ru | ωB97M-V/def2-TZVPD

Structure (ORCA input):
```
! wB97M-V def2-TZVPD RIJCOSX def2/J DEFGRID3
* xyz 0 2
Ru -0.62905 0.17185 -0.01282
C -2.01345 0.25775 4.04308
C -0.87495 0.31335 4.85388
C 0.35045 0.28935 4.25038
C 0.46455 0.24235 2.83658
N -0.66245 0.18445 2.06288
C -1.84695 0.18055 2.68208
N 1.70345 0.24765 2.36288
C 2.09275 0.28325 1.11218
N 1.29365 0.26205 -0.00762
C 2.09415 0.30805 -1.12442
N 1.70465 0.29435 -2.37892
C 0.46685 0.27055 -2.85152
C 0.34985 0.30885 -4.26602
C -0.87715 0.31855 -4.86602
C -2.01435 0.24535 -4.05332
C -1.84565 0.16095 -2.69332
N -0.65985 0.19285 -2.07752
C 3.46925 0.32225 -0.71362
C 4.66455 0.32165 -1.42572
C 5.84155 0.30715 -0.70602
C 5.84125 0.30215 0.69438
C 4.66365 0.30445 1.41388
C 3.46845 0.30855 0.70208
H -3.00465 0.26845 4.46228
H -0.96615 0.37275 5.92648
H 1.27205 0.31305 4.80758
H -2.72525 0.11035 2.05068
H 1.27005 0.33395 -4.82542
H -0.97075 0.37375 -5.93852
H -3.00575 0.24505 -4.47272
H -2.71745 0.05125 -2.05742
H 4.65715 0.33265 -2.50462
H 6.78795 0.30115 -1.22732
H 6.78755 0.29785 1.21568
H 4.65635 0.30425 2.49288
O -4.83935 4.69635 -0.01122
C -3.99845 3.84595 -0.01202
C -2.51615 3.98575 -0.00962
O -1.94725 5.08015 -0.01382
C -1.98345 2.63835 -0.01002
C -3.05045 1.65935 -0.01182
O -2.71505 0.39955 -0.00772
C -4.31715 2.26685 -0.01002
O -5.46835 1.87835 -0.00632
O -0.78715 2.25345 0.00058
Br -3.23035 -4.78075 1.18698
C -1.70385 -3.90665 0.48848
C -0.61845 -4.65665 0.04008
C 0.46805 -3.94765 -0.45852
C 0.43985 -2.57105 -0.48002
N -0.61235 -1.85105 -0.03272
C -1.67465 -2.52745 0.43638
H -0.63075 -5.73275 0.07788
H 1.33625 -4.47135 -0.82672
H 1.28595 -2.02205 -0.87462
H -2.52305 -1.93975 0.76798
*
```

The expectation value of S² is 0.756. As for the energy relative to the best compared isomer or geometry (same formula, charge and spin): 0.0 kJ/mol. The HOMO energy (spin up / spin down) is -7.2 / -7.2 eV.